# 1
Formula: C9H14O
Source: the OMol25 dataset
Level of theory: ωB97M-V/def2-TZVPD

```
24
Properties=species:S:1:pos:R:3
C 0.48 2.75 1.29
C -0.07 2.89 2.72
H -0.29 2.21 0.81
H 0.59 3.74 0.86
H 1.49 2.28 1.07
H -0.89 2.15 2.95
H -0.50 3.90 2.89
H 0.71 2.39 3.44
C -2.04 -2.71 -0.44
C 0.27 0.18 -0.98
C 1.42 -0.55 -1.36
C -0.92 -0.51 -0.74
C -0.90 -1.93 -0.97
C 1.44 -1.96 -1.58
C 0.26 -2.60 -1.38
O 2.62 0.04 -1.76
H 0.47 1.30 -0.70
H -1.75 0.11 -0.23
H 2.33 -2.26 -1.98
H 2.51 1.00 -1.57
H -1.86 -3.42 0.37
H -2.58 -3.18 -1.27
H 0.05 -3.73 -1.52
H -2.83 -2.10 0.06
```

Results
energy above the lowest of the compared OMol25 structures with the same formula, charge and spin = 40.6 kcal/mol
charge = +1
2S+1 = 2
frontier orbital gap (alpha / beta) = 10.044 / 6.369 eV
energy = -426.21151 hartree

=====

# 2
Formula: C9H14O
Source: the OMol25 dataset
Level of theory: ωB97M-V/def2-TZVPD

```
24
Properties=species:S:1:pos:R:3
C 1.50 -1.77 -1.53
C -0.44 1.91 -1.26
C 0.16 1.39 -0.09
C -0.51 1.23 -2.51
C 0.68 0.15 -0.16
C 0.01 -0.02 -2.55
C 0.68 -0.54 -1.41
O -0.95 3.11 -1.14
H 0.20 2.05 0.77
H -1.50 3.41 -1.88
H -0.98 1.70 -3.37
H 1.24 -0.33 0.64
H -0.01 -0.61 -3.46
H 1.21 -2.57 -0.83
H 2.56 -1.51 -1.45
H 1.35 -2.26 -2.49
C -0.37 -1.33 2.99
C -0.96 0.04 2.70
H 0.19 -1.75 2.14
H 0.30 -1.39 3.85
H -1.11 -2.11 3.10
H -1.42 0.41 3.61
H -1.58 -0.05 1.81
H -0.23 0.83 2.54
```

Results
energy above the lowest of the compared OMol25 structures with the same formula, charge and spin = 7.1 kcal/mol
charge = +1
2S+1 = 2
frontier orbital gap (alpha / beta) = 10.247 / 7.017 eV
energy = -426.26490 hartree

=====

# 3
Formula: C9H14O
Source: the OMol25 dataset
Level of theory: ωB97M-V/def2-TZVPD

```
24
Properties=species:S:1:pos:R:3
C -0.70 -0.34 -3.10
C -0.24 -0.78 -1.77
C -1.21 -1.18 -0.77
C 1.13 -0.82 -1.47
C -0.78 -1.55 0.48
C 1.55 -1.18 -0.22
C 0.56 -1.53 0.79
H -1.36 0.52 -3.09
H -1.18 -1.19 -3.60
H -2.25 -1.03 -1.02
H 1.81 -0.42 -2.18
H -1.54 -1.85 1.20
H 2.60 -1.17 0.02
H 0.94 -1.60 1.81
H 0.13 -0.02 -3.72
C 0.36 1.63 1.43
C -0.66 1.31 2.55
O 0.50 3.03 1.30
H 1.32 1.26 1.78
H 0.05 1.20 0.48
H -1.67 1.55 2.21
H -0.24 3.40 0.81
H -0.48 2.01 3.37
H -0.61 0.31 2.94
```

Results
energy above the lowest of the compared OMol25 structures with the same formula, charge and spin = 28.1 kcal/mol
charge = +1
2S+1 = 2
frontier orbital gap (alpha / beta) = 8.764 / 4.993 eV
energy = -426.23140 hartree

=====

# 4
Formula: C9H14O2
Source: the OMol25 dataset
Level of theory: ωB97M-V/def2-TZVPD

```
25
Properties=species:S:1:pos:R:3
C 0.22 -1.59 -1.81
C 0.23 -3.00 -2.07
O -0.40 -0.86 -2.85
H -0.30 -1.26 -0.95
H 1.23 -1.19 -1.75
H -0.55 -3.51 -1.63
H -0.49 -1.43 -3.58
H 1.14 -3.43 -1.44
H 0.59 -3.45 -3.04
C -1.25 -1.37 2.24
C 0.53 1.96 0.34
C -0.83 1.83 0.36
C 1.33 1.05 1.05
C -1.41 0.75 0.98
C 0.82 -0.06 1.82
C -0.57 -0.13 1.66
O 1.33 2.89 -0.30
H -1.60 2.46 -0.18
H 1.17 2.93 -1.19
H 2.42 1.18 1.13
H -2.48 0.46 0.87
H 1.51 -0.72 2.32
H -1.44 -2.19 1.52
H -2.30 -1.21 2.51
H -0.76 -1.60 3.20
```

Results
energy above the lowest of the compared OMol25 structures with the same formula, charge and spin = 63.3 kcal/mol
SMILES = Cc1ccc(O)cc1.CCO
charge = 0
frontier orbital gap = 9.446 eV
energy = -501.73523 hartree

=====

# 5
Formula: C9H14O2
Source: the OMol25 dataset
Level of theory: ωB97M-V/def2-TZVPD

```
25
Properties=species:S:1:pos:R:3
C -1.79 0.45 -2.87
C -0.42 1.06 -0.88
C -0.49 0.41 -2.10
C 0.73 0.99 -0.11
C 1.84 0.28 -0.58
C 0.63 -0.27 -2.58
C 1.81 -0.26 -1.85
O 3.03 0.30 0.13
H -1.21 1.65 -0.43
H 0.86 1.53 0.82
H -2.33 -0.50 -2.80
H -1.63 0.56 -3.94
H 0.46 -0.92 -3.43
H 2.81 0.16 1.07
H 2.75 -0.63 -2.22
H -2.48 1.19 -2.47
C -0.27 -1.21 2.93
C -0.41 0.32 2.83
O -1.47 -1.74 2.27
H 0.59 -1.59 2.40
H -0.40 -1.69 3.89
H -1.08 0.59 3.64
H -1.24 -2.02 1.37
H -0.80 0.53 1.85
H 0.54 0.81 3.04
```

Results
energy above the lowest of the compared OMol25 structures with the same formula, charge and spin = 34.9 kcal/mol
SMILES = Cc1ccc(O)cc1.CCO
charge = 0
frontier orbital gap = 9.315 eV
energy = -501.78056 hartree

=====

# 6
Formula: C9H14O2
Source: the OMol25 dataset
Level of theory: ωB97M-V/def2-TZVPD

```
25
Properties=species:S:1:pos:R:3
C 1.05 1.19 -2.38
C -0.33 0.83 -1.83
C -0.21 0.21 -0.55
C -1.67 -0.10 -0.28
C -2.09 -1.05 0.69
C 0.32 0.82 0.87
C 1.04 -0.41 1.60
C 1.90 -0.34 2.71
C 1.19 -1.53 0.69
H 1.22 2.10 -3.18
H 1.53 0.28 -2.59
H 1.51 1.45 -1.51
H -1.02 1.82 -1.83
H -1.02 0.11 -2.45
H -1.80 0.98 -0.30
H -2.23 -0.44 -1.22
H -1.58 -0.86 1.63
H -3.19 -0.95 0.60
H -2.01 -2.29 0.40
H 0.92 1.63 0.75
H -0.26 1.44 1.41
H 1.63 0.33 3.53
H 2.68 -1.34 2.62
O 1.75 -2.65 1.16
O 0.68 -1.22 -0.53
```

Results
energy above the lowest of the compared OMol25 structures with the same formula, charge and spin = 162.8 kcal/mol
SMILES = C=C1CC(CC)(CC)OC1=O
charge = 0
frontier orbital gap = 9.560 eV
energy = -501.57665 hartree

=====

# 7
Formula: C9H14O2
Source: the OMol25 dataset
Level of theory: ωB97M-V/def2-TZVPD

```
25
Properties=species:S:1:pos:R:3
C 1.27 0.70 -1.81
C 0.36 -0.21 -2.55
C 0.89 1.07 -0.36
C -0.37 1.70 -0.12
C 1.49 0.45 0.70
C -0.78 1.91 1.18
C 1.12 0.72 2.04
C -0.02 1.46 2.23
O -0.63 1.48 3.49
H 2.31 0.39 -1.75
H 1.27 1.72 -2.32
H 0.10 0.20 -3.55
H -1.02 1.89 -0.96
H 2.31 -0.25 0.57
H -1.74 2.36 1.38
H 1.75 0.40 2.85
H -0.15 2.07 4.09
H -0.52 -0.58 -2.07
H 0.97 -1.16 -2.65
C -0.71 -3.33 -1.82
O -1.94 -4.11 -1.74
H -2.59 -3.44 -1.49
H -0.02 -3.97 -2.34
H -0.41 -3.07 -0.78
H -1.01 -2.38 -2.28
```

Results
energy above the lowest of the compared OMol25 structures with the same formula, charge and spin = 50.7 kcal/mol
SMILES = CCc1ccc(O)cc1.CO
charge = 0
frontier orbital gap = 9.711 eV
energy = -501.75527 hartree

=====

# 8
Formula: C9H14S
Source: the OMol25 dataset
Level of theory: ωB97M-V/def2-TZVPD

```
24
Properties=species:S:1:pos:R:3
C -2.23 -0.23 0.25
C -3.09 -2.82 0.46
S -2.58 -1.64 -0.80
H -1.49 0.48 -0.14
H -3.08 0.41 0.51
H -1.73 -0.58 1.15
H -4.18 -2.91 0.51
H -2.72 -2.56 1.46
H -2.69 -3.80 0.23
C 1.72 1.12 1.95
C 1.33 -0.37 -1.50
C 1.30 -0.28 -0.11
C 1.48 0.74 -2.31
C 1.67 0.95 0.45
C 1.80 1.97 -1.75
C 1.92 2.04 -0.37
H 1.13 -1.36 -1.90
H 1.08 -1.12 0.53
H 1.34 0.61 -3.38
H 1.86 2.85 -2.37
H 1.59 0.18 2.48
H 0.93 1.82 2.25
H 1.98 3.01 0.13
H 2.69 1.49 2.29
```

Results
energy above the lowest of the compared OMol25 structures with the same formula, charge and spin = 7.9 kcal/mol
SMILES = Cc1ccccc1.CSC
charge = 0
frontier orbital gap = 9.405 eV
energy = -749.50035 hartree

=====

# 9
Formula: C9H14S2
Source: the OMol25 dataset
Level of theory: ωB97M-V/def2-TZVPD

```
25
Properties=species:S:1:pos:R:3
C 0.27 0.50 -1.07
C -0.47 -0.09 -1.95
C -0.50 1.64 -0.30
C -1.35 -0.46 -2.79
C 1.65 -1.26 0.01
C 1.85 0.52 2.14
C -0.73 -1.30 1.74
C -1.75 1.09 0.36
C 1.72 0.01 -0.80
S 1.24 -1.01 1.86
S -1.74 0.13 2.04
H -0.02 2.38 0.29
H -0.96 2.26 -1.19
H -2.11 -1.29 -2.56
H -1.43 -0.06 -3.84
H 2.55 -1.79 0.01
H 0.85 -1.98 -0.54
H 1.18 1.39 1.98
H 2.30 0.44 3.10
H -1.03 -1.78 0.76
H -1.19 -2.04 2.35
H -2.33 0.43 -0.30
H -2.41 1.75 0.69
H 2.08 -0.23 -1.75
H 2.32 0.75 -0.24
```

Results
energy above the lowest of the compared OMol25 structures with the same formula, charge and spin = 143.2 kcal/mol
charge = 0
frontier orbital gap = 8.336 eV
energy = -1147.48243 hartree

=====

# 10
Formula: C9H15B3FNO11S2
Source: the OMol25 dataset
Level of theory: ωB97M-V/def2-TZVPD

```
42
Properties=species:S:1:pos:R:3
C -0.87 3.79 -2.56
C 0.23 3.58 -2.99
B 1.70 3.24 -3.11
O 2.70 4.19 -2.91
B 3.41 3.80 -1.79
F 4.03 4.71 -1.05
O 3.44 2.48 -1.44
B 3.19 1.61 -2.53
N 4.02 0.48 -2.85
C 3.90 -0.58 -2.15
C 4.39 -1.88 -2.72
C 3.34 -0.65 -0.75
O 2.13 1.95 -3.34
H -1.87 3.87 -2.22
H 4.92 -2.43 -1.94
H 5.08 -1.71 -3.54
H 3.55 -2.50 -3.03
H 2.26 -0.76 -0.72
H 3.64 0.24 -0.20
H 3.81 -1.49 -0.24
C -3.37 1.75 1.27
C -4.46 0.92 0.62
O -3.94 0.59 -0.68
S -2.35 0.42 -0.59
O -2.04 -0.95 -0.44
O -1.75 1.22 -1.59
O -2.15 1.12 0.84
H -3.37 2.77 0.90
H -3.42 1.74 2.35
H -5.39 1.46 0.52
H -4.63 -0.01 1.17
C -0.79 -3.48 3.40
C -1.88 -3.37 2.36
O -3.07 -3.12 3.11
S -2.72 -2.25 4.41
O -2.98 -0.88 4.13
O -3.27 -2.89 5.54
O -1.13 -2.47 4.37
H -0.80 -4.45 3.90
H 0.20 -3.28 3.00
H -1.99 -4.28 1.77
H -1.71 -2.52 1.69
```

Results
charge = 0
frontier orbital gap = 9.967 eV
energy = -2205.40020 hartree

=====

# 11
Formula: C9H15Br2N2
Source: the OMol25 dataset
Level of theory: ωB97M-V/def2-TZVPD

```
28
Properties=species:S:1:pos:R:3
C -2.44 0.41 1.47
C -3.11 0.42 0.31
C -2.64 -0.29 -0.88
C -1.13 -0.29 1.66
C -1.42 -1.17 -0.66
C -0.42 -0.54 0.32
C 1.42 1.21 0.56
C 0.60 0.64 -1.72
C 0.20 0.76 -0.25
N -3.25 -0.16 -1.97
N 0.69 -1.54 0.56
Br -4.74 1.37 0.12
Br -2.05 -2.96 0.05
H -2.84 0.92 2.33
H -0.51 0.32 2.32
H -1.32 -1.24 2.17
H -0.95 -1.42 -1.61
H 2.30 0.60 0.36
H 1.23 1.23 1.63
H 1.67 2.22 0.27
H 1.26 -0.21 -1.92
H 1.15 1.53 -2.01
H -0.26 0.57 -2.38
H -0.57 1.53 -0.18
H -2.94 -0.67 -2.78
H 1.29 -1.60 -0.27
H 0.25 -2.47 0.73
H 1.25 -1.26 1.37
```

Results
energy above the lowest of the compared OMol25 structures with the same formula, charge and spin = 0.0 kcal/mol
SMILES = [H]/N=C1/C(Br)=CC[C@]([NH3+])(C(C)C)[C@H]1Br
charge = +1
frontier orbital gap = 8.958 eV
energy = -5609.22592 hartree

=====

# 12
Formula: C9H15BrF5O2P
Source: the OMol25 dataset
Level of theory: ωB97M-V/def2-TZVPD

```
33
Properties=species:S:1:pos:R:3
C 2.20 -2.43 0.56
C 1.15 -2.72 -0.67
C -0.28 -1.92 -0.57
F -1.11 -2.32 0.63
P -0.13 -0.01 -0.75
F -0.40 -0.25 -2.49
Br 0.10 0.28 1.49
C 1.50 0.91 -1.17
C 1.72 2.33 -0.39
C 2.89 2.34 0.75
F 3.89 3.43 0.45
F 3.61 1.06 0.95
F 2.32 2.70 2.10
C -1.78 0.98 -0.71
O -2.89 0.01 -0.85
C -3.97 0.31 0.11
C -3.93 -0.04 1.73
O -5.11 0.90 -0.33
H 1.59 -2.33 1.58
H 2.75 -1.38 0.44
H 3.05 -3.23 0.68
H 0.88 -3.88 -0.61
H 1.72 -2.59 -1.70
H -0.93 -2.27 -1.51
H 1.43 1.17 -2.34
H 2.37 0.13 -1.08
H 2.05 3.12 -1.22
H 0.73 2.78 0.08
H -1.83 1.66 0.24
H -1.81 1.65 -1.70
H -4.99 -0.38 2.10
H -3.62 0.93 2.33
H -3.18 -0.94 1.89
```

Results
SMILES = CC[C@@H](F)P(F)(Br)(CCC(F)(F)F)COC(C)=O
charge = 0
frontier orbital gap = 10.499 eV
energy = -3916.93311 hartree

=====

# 13
Formula: C9H15BrNO8S2
Source: the OMol25 dataset
Level of theory: ωB97M-V/def2-TZVPD

```
36
Properties=species:S:1:pos:R:3
C -1.13 4.09 -1.07
C -2.63 3.47 -1.38
C -3.49 3.05 -0.05
Br -3.40 4.65 1.21
S -2.78 1.55 0.90
O -3.45 0.25 0.40
O -3.37 1.75 2.35
N -1.08 1.56 1.10
S -0.13 0.50 0.17
O 1.10 1.33 -0.38
O 0.52 -0.54 1.17
C -0.85 -0.36 -1.30
C 0.33 -1.62 -1.75
C 0.67 -1.69 -3.45
O -0.22 -2.79 -2.62
H -0.78 3.95 0.04
H -0.41 3.56 -1.86
H -1.15 5.27 -1.25
H -3.23 4.38 -1.87
H -2.62 2.63 -2.22
H -4.60 2.85 -0.39
H -0.93 0.29 -2.28
H -1.78 -1.05 -1.10
H 1.29 -1.82 -0.96
H -0.03 -1.14 -4.21
H 1.80 -1.96 -3.56
C 3.63 -2.35 2.66
C 2.29 -2.98 2.45
O 2.60 -4.21 1.83
C 3.88 -4.52 2.17
O 4.42 -5.59 1.95
O 4.49 -3.47 2.80
H 3.66 -1.72 3.55
H 3.96 -1.76 1.79
H 1.77 -3.18 3.39
H 1.64 -2.37 1.81
```

Results
charge = -1
frontier orbital gap = 8.863 eV
energy = -4378.75737 hartree

=====

# 14
Formula: C9H15Cl16O4
Source: the OMol25 dataset
Level of theory: ωB97M-V/def2-TZVPD

```
44
Properties=species:S:1:pos:R:3
Cl -3.43 32.95 -15.13
O -3.18 31.69 -15.77
O -4.51 32.85 -14.18
O -2.29 33.38 -14.37
O -3.70 33.99 -16.10
Cl 1.86 30.73 -16.58
C 1.36 32.09 -15.55
C 0.36 31.63 -14.49
Cl 1.08 30.42 -13.39
H 0.94 32.92 -16.11
H 2.26 32.49 -15.08
H -0.53 31.19 -14.93
H 0.00 32.45 -13.88
Cl -3.22 34.32 -20.42
C -3.21 35.15 -18.83
C -4.20 34.48 -17.87
Cl -5.88 34.63 -18.54
H -3.53 36.18 -18.99
H -2.20 35.18 -18.42
H -4.19 34.98 -16.91
H -4.03 33.42 -17.81
Cl -7.26 30.99 -16.73
C -6.12 30.97 -15.35
C -6.58 30.14 -14.17
Cl -6.10 28.41 -14.17
H -6.14 32.00 -15.00
H -5.12 30.72 -15.69
H -7.65 30.18 -14.00
H -6.17 30.54 -13.25
C -0.75 36.03 -15.68
Cl 0.80 35.23 -15.58
Cl -1.32 36.04 -17.35
Cl -0.71 37.64 -14.96
H -1.45 35.44 -15.11
C -4.39 35.92 -13.93
Cl -3.41 36.95 -12.89
Cl -4.69 36.76 -15.44
Cl -5.91 35.41 -13.12
H -3.84 35.00 -14.10
C -2.75 30.14 -12.33
Cl -1.81 28.68 -12.48
Cl -1.95 31.32 -11.32
Cl -4.37 29.80 -11.66
H -2.94 30.64 -13.27
```

Results
charge = -1
frontier orbital gap = 9.322 eV
energy = -8015.65836 hartree

=====

# 15
Formula: C9H15Cl3F2O8
Source: the OMol25 dataset
Level of theory: ωB97M-V/def2-TZVPD

```
37
Properties=species:S:1:pos:R:3
C 1.17 0.34 -2.87
C 0.49 -0.99 -2.64
O 1.20 -1.91 -3.41
C 2.02 -1.19 -4.21
O 2.80 -1.77 -4.96
O 1.86 0.12 -4.09
F -0.82 -0.96 -3.03
H 1.89 0.58 -2.10
H 0.48 1.17 -2.98
H 0.47 -1.27 -1.59
C -1.33 1.69 2.60
C -0.74 0.29 2.59
O -0.07 0.25 1.38
C -0.47 1.21 0.58
O -0.19 1.28 -0.60
O -1.23 2.09 1.24
F -1.64 -0.68 2.63
H -0.71 2.31 3.25
H -2.38 1.58 2.88
H -0.08 0.08 3.44
C -1.96 -3.31 -0.22
O -1.19 -4.51 0.03
H -1.36 -2.43 -0.05
H -2.27 -3.12 -1.23
H -2.85 -3.25 0.40
H -1.51 -5.23 -0.55
C 2.70 -0.61 4.58
O 1.30 -0.84 4.26
H 3.10 -1.59 4.83
H 3.16 -0.09 3.72
H 2.79 0.01 5.49
H 1.06 -1.56 4.85
C -1.16 4.40 -2.86
Cl -1.64 4.87 -4.49
Cl -2.13 5.13 -1.51
Cl 0.60 4.58 -2.60
H -1.36 3.33 -2.74
```

Results
energy above the lowest of the compared OMol25 structures with the same formula, charge and spin = 0.0 kcal/mol
SMILES = O=C1OC[C@@H](F)O1.O=C1OC[C@@H](F)O1.ClC(Cl)Cl.CO.CO
charge = 0
frontier orbital gap = 10.686 eV
energy = -2534.13521 hartree

=====

# 16
Formula: C9H15ClN3O2
Source: the OMol25 dataset
Level of theory: ωB97M-V/def2-TZVPD

```
30
Properties=species:S:1:pos:R:3
C 0.45 -0.31 -2.48
C -0.80 1.60 -2.51
C -0.80 -0.59 -0.20
C 0.57 -0.10 -0.95
C 0.68 1.39 -0.60
C -2.18 -3.20 0.85
C 1.42 3.13 1.12
C 2.54 0.91 0.83
C -2.43 -2.27 -0.30
N -0.37 0.60 -3.14
N -0.33 2.03 -1.24
N 1.42 1.74 0.43
O -1.24 -0.02 0.77
O -1.19 -1.66 -0.73
Cl 2.09 -0.30 -3.21
H 0.02 -1.34 -2.66
H -1.59 2.28 -2.90
H 1.41 -0.72 -0.56
H -1.16 -3.74 0.89
H -2.25 -2.76 1.88
H -2.90 -4.10 0.84
H 0.49 3.29 1.62
H 2.10 3.09 1.98
H 1.74 3.80 0.31
H 3.53 1.50 0.90
H 2.35 0.43 1.86
H 2.73 0.10 0.09
H -3.06 -1.39 -0.08
H -2.77 -2.87 -1.18
H -0.32 2.98 -1.03
```

Results
energy above the lowest of the compared OMol25 structures with the same formula, charge and spin = 0.0 kcal/mol
SMILES = CCOC(=O)[C@@H]1C(=[N+](C)C)NC=N[C@H]1Cl
charge = +1
frontier orbital gap = 9.779 eV
energy = -1126.60187 hartree